(1)
Density functional theory data (wB97M-V/def2-TZVPD) for a single C3F5NO2 molecule at a distorted geometry.

* max |F|: 4.17 eV/Å
* HOMO energy (spin up / spin down): -9.63 / -9.63 eV
* lowest unoccupied orbital energy (spin up / spin down): -0.400 / -0.401 eV
* electronic energy: -22279.264 eV
* relative energy (zero: lowest compared OMol25 entry of this formula, charge and spin): 43.1 kcal/mol

Atoms and positions in Å:
F (2.198820, -0.332096, 1.221943)
F (-2.652051, -0.592753, -1.083712)
F (1.739355, -1.556694, -0.483325)
F (2.335792, 0.499379, -0.751789)
F (-2.665116, -0.309392, 1.078215)
O (-0.707622, -0.941652, 0.073485)
O (0.042543, 2.433360, -0.071776)
N (0.259402, 0.073908, 0.058839)
C (-1.926511, -0.246992, -0.029626)
C (-0.267327, 1.311446, -0.023454)
C (1.642717, -0.338509, 0.011199)

Forces on the atoms, in the same order (eV/Å):
-0.1 0.0 0.1
0.4 -0.3 0.6
-0.1 -0.2 -0.1
-0.2 0.2 0.0
0.3 -0.5 -0.6
0.1 -0.4 0.0
0.3 -0.2 0.1
0.4 -0.4 0.0
2.0 3.7 0.2
-3.3 -1.8 -0.4
0.2 -0.1 0.1

***

(2)
Density functional theory data (wB97M-V/def2-TZVPD) for a molecular structure, C21H36BaP2 at a distorted geometry.

* max |F|: 5.05 eV/Å
* HOMO energy: -5.05 eV
* lowest unoccupied orbital energy: -0.156 eV
* electronic energy: -41622.786 eV
* relative energy (zero: lowest compared OMol25 entry of this formula, charge and spin): 0.0 kcal/mol

Atoms and positions in Å:
Ba (0.041428, -0.245774, 3.037128)
P (-0.037644, 1.383977, 0.741863)
P (0.279885, -2.174566, 0.722859)
C (0.109332, -2.240838, 4.361145)
C (-1.290707, 1.833680, 7.027019)
C (-0.112007, -1.104896, -0.655401)
C (0.753812, 2.322899, 5.163912)
C (-0.701529, -1.792410, -4.741952)
C (0.623970, 3.132033, 6.333362)
C (-1.698012, 1.870881, 0.706456)
C (-0.152340, 1.329090, 5.000998)
C (1.076909, 2.629365, 1.135314)
C (-1.163757, 1.024937, 5.857174)
C (0.613749, -1.854130, -4.437049)
C (1.746204, -1.011519, -4.928570)
C (1.384702, 0.360255, -5.554488)
C (-0.843000, -3.505435, 0.852542)
C (1.953420, -2.714700, 0.648517)
C (-0.398922, 2.892169, 7.272120)
C (-1.405713, -0.831724, -5.650435)
C (-0.682098, 1.299853, -4.354159)
C (-1.793814, 0.494106, -4.946385)
C (0.435146, 0.345384, -0.593381)
C (0.644029, 1.256891, -4.609732)
H (-1.947480, 2.498810, 1.575907)
H (-1.868668, -3.146690, 0.971859)
H (0.795726, -1.679881, 5.039400)
H (-2.428365, 1.051082, 0.643120)
H (-2.374610, 1.111463, -5.653747)
H (0.310540, -1.652278, -1.509455)
H (-2.493472, 0.256136, -4.126833)
H (2.413705, -0.831859, -4.067953)
H (2.153478, -3.413599, 1.475778)
H (0.729457, 3.209374, 1.997798)
H (0.850507, 0.209237, -6.500004)
H (-1.212013, -1.093289, -0.755397)
H (2.090611, 2.263089, 1.325726)
H (-1.867763, 0.208288, 5.712824)
H (-1.017236, 2.055194, -3.637561)
H (-0.834615, -0.616421, -6.561359)
H (-2.351006, -1.304807, -5.982035)
H (0.057448, 0.952249, -1.422641)
H (-1.672727, 2.452595, -0.209187)
H (0.920485, -2.657850, -3.761374)
H (1.008384, 3.184286, 0.210829)
H (-2.095807, 1.628011, 7.755274)
H (-0.492928, 3.502065, 8.157416)
H (1.277335, 1.960367, -4.053603)
H (2.683601, -1.893384, 0.695820)
H (2.354895, -1.579679, -5.653654)
H (1.537183, 0.338424, -0.628276)
H (0.442026, -3.057682, 3.817964)
H (1.986920, -3.221769, -0.314795)
H (-0.578921, -4.183727, 1.668448)
H (-1.355596, -2.531059, -4.260644)
H (-0.687900, -3.955107, -0.125046)
H (1.561003, 2.533538, 4.470058)
H (2.341787, 0.853788, -5.814562)
H (1.332436, 3.956329, 6.515363)
H (-0.951442, -2.104773, 4.615666)

Forces on the atoms, in the same order (eV/Å):
-0.2 1.2 1.8
0.3 -4.2 2.7
-0.3 3.3 3.8
-0.2 0.5 1.6
-0.5 -0.6 -0.1
-0.1 -0.3 -1.2
-0.5 2.0 3.0
1.1 -0.4 0.5
0.5 0.2 -0.3
-1.2 1.3 -0.9
0.1 -1.2 -2.2
0.7 1.8 -0.7
-0.2 2.1 2.7
-1.3 -0.3 -0.3
0.3 0.4 -0.1
0.6 -0.3 -0.2
-0.2 -1.2 -1.3
0.6 -1.0 -0.9
0.2 -0.8 -1.3
-0.5 0.3 -0.3
1.2 0.3 -0.2
-0.3 -0.4 -0.1
0.2 0.3 -1.9
-1.1 0.4 0.5
0.1 -0.1 -0.4
0.2 -0.1 -0.1
-0.4 -0.9 -0.2
0.4 0.2 -0.1
0.2 -0.1 0.2
-0.3 0.7 -0.7
0.1 0.0 -0.2
-0.1 0.0 -0.2
-0.1 0.2 -0.4
0.0 -0.1 -0.2
0.2 0.1 0.3
0.4 -0.1 -0.1
-0.2 0.0 -0.1
0.0 -0.1 -0.1
0.1 -0.2 -0.1
-0.2 -0.2 0.3
0.5 0.2 0.1
0.4 -0.8 -1.1
-1.5 0.6 -0.3
-0.1 0.2 -0.1
1.1 1.5 0.0
0.4 0.2 -0.3
0.0 0.1 0.1
-0.3 -0.2 -0.1
-0.4 -0.2 -0.1
-0.2 0.1 0.2
-0.3 0.1 -0.1
0.5 -2.1 -0.2
1.1 -0.4 -0.2
0.0 0.2 -0.2
0.3 0.2 -0.1
-0.9 -1.2 -0.1
0.2 0.1 -0.2
-0.5 -0.2 0.0
-0.3 -0.3 0.0
0.3 -0.6 0.2

***

(3)
Density functional theory data (wB97M-V/def2-TZVPD) for 2 unconnected molecules or ions with the total composition C2H6NO3.

* max |F|: 0.84 eV/Å
* HOMO energy: -4.25 eV
* lowest unoccupied orbital energy: 4.208 eV
* net charge: -1
* electronic energy: -9805.911 eV
* relative energy (zero: lowest compared OMol25 entry of this formula, charge and spin): 6.7 kcal/mol

Atoms and positions in Å:
O (-0.046509, 0.511010, -2.783328)
O (-0.920155, -0.809193, 1.450600)
O (-0.896042, 1.402972, 0.930242)
N (0.775438, 0.063622, 0.130383)
C (1.229764, -1.291018, -0.050743)
C (-0.487850, 0.230069, 0.933168)
H (0.286666, 0.506645, -1.861320)
H (1.470763, 0.707046, 0.498740)
H (2.038003, -1.322197, -0.785680)
H (0.418687, -1.895502, -0.458394)
H (-0.939173, 0.848991, -2.654720)
H (1.572814, -1.833872, 0.843007)

Forces on the atoms, in the same order (eV/Å):
-0.1 0.1 0.2
-0.3 0.0 0.0
-0.1 0.0 0.2
-0.5 0.2 0.1
0.3 -0.6 0.0
0.7 0.1 -0.4
0.1 -0.1 0.1
-0.1 -0.2 -0.2
0.1 0.1 0.0
-0.1 0.1 0.0
0.0 0.0 -0.1
-0.1 0.3 0.1

***

(4)
Density functional theory data (wB97M-V/def2-TZVPD) for 2 unconnected molecules or ions with the total composition H3N3O2 at a distorted geometry.

* max |F|: 8.76 eV/Å
* HOMO energy (spin up / spin down): -8.36 / -8.48 eV
* 2S+1: 3
* lowest unoccupied orbital energy (spin up / spin down): 0.657 / -3.385 eV
* electronic energy: -8604.775 eV
* relative energy (zero: lowest compared OMol25 entry of this formula, charge and spin): 73.4 kcal/mol

Atoms and positions in Å:
O (0.217941, -0.303706, -1.576716)
O (0.784983, 2.126965, 1.159911)
N (-0.764150, -0.909504, 0.386461)
N (0.082325, 1.150943, 1.123471)
N (-0.081513, 0.240959, 0.348339)
H (-0.721530, -1.242672, -0.610494)
H (-0.268729, -1.438178, 1.165622)
H (0.750672, 0.375191, -1.996595)

Forces on the atoms, in the same order (eV/Å):
0.4 0.1 -1.3
1.7 0.9 -2.6
1.4 0.8 3.4
-4.0 -0.9 7.7
1.8 -1.2 -6.9
0.3 0.1 0.9
-1.7 0.0 -1.0
0.0 0.1 -0.2

***

(5)
Density functional theory data (wB97M-V/def2-TZVPD) for 2 unconnected molecules or ions with the total composition C7H17N2O at a distorted geometry.

* max |F|: 4.11 eV/Å
* HOMO energy: -12.13 eV
* lowest unoccupied orbital energy: -3.349 eV
* net charge: +1
* electronic energy: -12551.507 eV
* relative energy (zero: lowest compared OMol25 entry of this formula, charge and spin): 123.3 kcal/mol

Atoms and positions in Å:
O (-3.315683, 0.001770, 1.568426)
N (-0.155426, -0.098365, -1.730079)
N (1.867339, -0.251135, -0.032929)
C (-4.264947, 0.376440, -0.558324)
C (3.782106, 0.998715, -0.721415)
C (0.503998, -0.393154, 0.454713)
C (2.642182, 1.012164, 0.188277)
C (-3.275606, -0.231280, 0.313501)
C (-0.535883, -0.432807, -0.577897)
C (0.448690, -1.691700, 1.425080)
H (-0.574981, -2.050874, 1.820257)
H (2.723780, 1.229933, 1.280369)
H (-4.963005, -0.397138, -0.753202)
H (-3.928276, 0.617611, 1.872004)
H (-0.605446, -0.011826, -2.593537)
H (1.129726, -1.422666, 2.238095)
H (1.896622, 1.850160, -0.120625)
H (0.159768, 0.474547, 1.122316)
H (0.928361, -2.542348, 0.802864)
H (0.921426, -0.189678, -1.657514)
H (-3.775358, 0.809257, -1.350082)
H (4.689650, 1.358678, -0.165623)
H (2.310236, -1.159833, -0.021199)
H (3.602181, 1.644713, -1.605027)
H (4.284559, 0.059323, -1.031658)
H (-4.845914, 1.096549, 0.000829)
H (-1.650096, -0.657065, -0.167633)

Forces on the atoms, in the same order (eV/Å):
2.2 -1.8 -0.2
3.4 -0.7 0.4
-1.7 0.4 -0.6
-0.9 0.3 3.2
3.8 1.0 -0.3
0.3 -0.8 3.1
-4.1 -0.1 0.6
0.9 -1.2 -0.4
-2.2 -0.3 1.6
-0.2 -0.4 -1.4
1.6 0.9 -0.8
0.9 -0.5 -0.7
-0.5 -1.0 -1.0
-2.6 2.2 0.9
-1.2 -0.1 -1.1
-0.3 -0.4 0.0
1.2 -1.2 0.3
0.6 -0.8 -0.8
-0.9 1.1 1.2
-0.7 0.9 -0.8
0.7 0.7 -2.3
-0.8 0.6 -0.6
0.7 0.5 0.3
0.4 -0.6 0.5
-1.3 -0.1 0.0
-0.4 0.8 0.0
1.0 0.5 -1.1

***

(6)
Density functional theory data (wB97M-V/def2-TZVPD) for a single CH6N6O2 molecule at a distorted geometry.

* SMILES: NNC(=N[N+](=O)[O-])NN
* max |F|: 5.13 eV/Å
* HOMO energy: -9.27 eV
* lowest unoccupied orbital energy: 0.382 eV
* electronic energy: -14163.443 eV
* relative energy (zero: lowest compared OMol25 entry of this formula, charge and spin): 65.0 kcal/mol

Atoms and positions in Å:
O (-0.244214, -1.773657, -1.777807)
O (-1.335183, -3.259074, -0.682990)
N (1.827873, -0.293903, -1.026479)
N (-0.818614, -2.194567, -0.806463)
N (-0.883108, -1.411601, 0.255908)
N (-0.349826, 2.018347, 1.307796)
N (0.895713, 0.459025, -0.340777)
N (-0.926748, 0.804517, 1.023257)
C (-0.261875, 0.001428, 0.144210)
H (1.140473, 1.407722, -0.425492)
H (1.273415, -1.090071, -1.216853)
H (-1.467253, 0.412832, 1.787956)
H (-1.120417, 2.665615, 1.569554)
H (2.025234, 0.152226, -1.937431)
H (0.244528, 2.101162, 2.125612)

Forces on the atoms, in the same order (eV/Å):
1.1 0.1 -3.4
-0.8 -2.0 -0.4
1.0 0.1 -0.4
0.1 1.5 2.1
1.4 4.7 1.5
-1.0 3.0 0.4
-1.3 -0.5 -0.2
0.3 -0.4 0.1
-1.1 -3.6 1.2
-0.5 1.5 0.9
0.0 -1.8 -1.0
0.0 -0.8 -0.8
0.7 -0.4 -0.8
-0.3 -0.3 0.6
0.4 -1.1 0.2

***

> The highest relative energy (zero: lowest compared OMol25 entry of this formula, charge and spin) belongs to which entry?

C7H17N2O

***

> Which of these has the lowest relative energy (zero: lowest compared OMol25 entry of this formula, charge and spin)?

C21H36BaP2

***

> Number 2 is which compound?

C21H36BaP2